Below is a molecular structure, C47H59BeGeO3SSe, with properties calculated with ωB97M-V/def2-TZVPD.

Output
LUMO level ... -2.51 eV
E_HOMO ... -9.8945 eV

Structure (ORCA input):
```
! RIJCOSX wB97M-V def2-TZVPD def2/J DEFGRID3
* xyz 1 1
Be 0.80143 -0.39095 -1.47463
C -6.23601 -1.35901 -2.20896
C -5.43030 -2.64639 -2.03712
C -5.95957 -3.38728 -0.80213
C -5.64025 -3.51770 -3.28246
C -3.93988 -2.36529 -1.85880
C -3.40515 -1.08764 -1.84078
C -2.04039 -0.92579 -1.66760
Se -1.28634 0.82717 -1.50164
C -1.02898 0.69351 0.40817
C -2.08078 0.88881 1.27853
C -1.91363 0.62748 2.63493
C -0.70193 0.08199 3.04009
C 0.38409 -0.16167 2.19355
C 0.20608 0.25021 0.87837
O 1.27178 0.31388 -0.04523
C 1.58608 -0.92335 2.78024
C 1.04271 -2.21275 3.42275
C 2.63997 -1.36775 1.76077
C 2.26775 -0.06492 3.85512
C -3.01572 0.87756 3.66372
C -3.38663 -0.44281 4.35080
C -2.49879 1.87464 4.70981
C -4.27473 1.46131 3.02239
C -1.14532 -1.99797 -1.51301
O 0.15313 -1.73996 -1.35919
C -1.67340 -3.30138 -1.51288
C -3.04861 -3.42274 -1.68736
C -0.87476 -4.59991 -1.30924
C -1.10325 -5.52069 -2.51763
C -1.38616 -5.29066 -0.03614
C 0.63946 -4.42639 -1.15255
H -7.29051 -1.60414 -2.33913
H -5.91622 -0.79733 -3.08833
H -6.15381 -0.71093 -1.33416
H -7.02407 -3.59859 -0.91627
H -5.82425 -2.78501 0.09813
H -5.44570 -4.33729 -0.65123
H -6.70194 -3.73025 -3.41945
H -5.11798 -4.47118 -3.19998
H -5.27427 -3.01030 -4.17635
H -4.03112 -0.21341 -1.94840
H -3.02750 1.23055 0.88526
H -0.59020 -0.18767 4.08183
H 0.56020 -2.83911 2.67003
H 0.31915 -2.01238 4.21087
H 1.86587 -2.77768 3.86163
H 2.19548 -1.92222 0.93411
H 3.34576 -2.03042 2.26467
H 3.21521 -0.53286 1.36127
H 1.58002 0.19806 4.65864
H 2.65735 0.86176 3.42781
H 3.10400 -0.60942 4.29623
H -2.53856 -0.87801 4.88030
H -3.74099 -1.17331 3.62224
H -4.18056 -0.27374 5.07932
H -1.61853 1.49433 5.22972
H -3.26979 2.06838 5.45645
H -2.23160 2.82239 4.23894
H -4.71502 0.77575 2.29592
H -4.07053 2.41125 2.52458
H -5.02209 1.64568 3.79436
H -3.46070 -4.42396 -1.68352
H -2.15413 -5.77628 -2.65052
H -0.54984 -6.45187 -2.38388
H -0.75472 -5.04528 -3.43587
H -2.44805 -5.52871 -0.09595
H -1.23414 -4.65215 0.83717
H -0.84311 -6.22377 0.12496
H 1.08889 -3.95437 -2.02415
H 1.08247 -5.41731 -1.03089
H 0.89238 -3.83046 -0.27772
C 4.36255 -0.25594 -3.40566
S 3.38772 0.06595 -1.94985
O 1.95973 -0.05580 -2.53192
C 3.48322 1.80891 -1.52005
C 3.47992 2.82190 -2.73682
C 2.84936 4.15526 -2.48729
C 3.09258 4.92224 -1.42681
C 3.95173 4.57295 -0.29658
C 4.72163 3.48886 -0.15609
H 4.09657 0.42560 -4.21076
H 4.08936 -1.27580 -3.67531
H 5.41800 -0.20889 -3.14983
H 3.08882 2.39233 -3.65840
H 2.17140 4.52027 -3.24932
H 2.58675 5.87685 -1.35848
H 3.95408 5.28201 0.52288
H 5.29792 3.39685 0.75720
Ge 2.25380 1.93370 0.05903
C 0.89536 3.26213 0.32578
C 0.63786 3.60615 1.65155
C -0.42193 4.44795 1.96188
C -1.23358 4.93708 0.95021
C -0.98519 4.59384 -0.37352
C 0.07745 3.76256 -0.68603
C 4.91594 2.35132 -1.14933
C 5.02222 2.80009 -2.60434
C 6.12644 3.78247 -2.79077
C 7.24631 3.42183 -2.14906
C 7.29181 2.21223 -1.30367
C 6.18820 1.62444 -0.81244
H 3.09910 1.68673 1.30619
H 1.25319 3.20893 2.45123
H -0.61345 4.71711 2.99196
H -2.06119 5.59106 1.19127
H -1.62153 4.97416 -1.16110
H 0.26087 3.50429 -1.72117
H 5.34562 1.91432 -3.15356
H 6.06948 4.64575 -3.43938
H 8.15561 3.99863 -2.24890
H 8.26716 1.83047 -1.02982
H 6.24035 0.80689 -0.10343
*
```

These are the Mulliken partial charges, in e, on atoms 1 to 2:
1. Be -0.301
2. C -2.049